No. 1
Entry from the Open Molecules 2025 dataset: a structure of composition C26H21FeN3O (wB97M-V/def2-TZVPD).

## Properties
HOMO level (spin up / spin down) = -7.31 / -7.28 eV
Kohn-Sham gap (spin up / spin down) = 7.7013 / 7.6845 eV
Relative energy (zero: lowest compared OMol25 entry of this formula, charge and spin) = 0.3480 eV

Last column: natural (NBO) charge in e.
Cartesian coordinates (Å):
Fe  -0.213  0.168  -0.328  1.024
C  -1.079  -2.385  1.234  -0.209
C  -1.533  -1.190  1.779  -0.254
C  -0.756  -0.526  2.726  -0.223
C  0.469  -1.050  3.116  -0.228
C  0.910  -2.254  2.579  -0.224
C  0.135  -2.920  1.643  -0.137
H  -1.681  -2.908  0.502  0.221
H  -2.509  -0.806  1.514  0.238
H  -1.123  0.390  3.175  0.218
H  1.071  -0.530  3.850  0.212
H  1.861  -2.668  2.888  0.213
H  0.480  -3.853  1.218  0.205
C  0.633  3.098  2.683  -0.271
C  -0.566  3.802  2.702  -0.150
C  -1.519  3.539  1.739  -0.250
C  -1.257  2.577  0.763  0.225
N  -0.096  1.893  0.756  -0.483
C  0.815  2.150  1.699  0.060
C  -2.218  2.131  -0.256  -0.104
C  -3.200  2.963  -0.793  -0.212
C  -4.039  2.464  -1.774  -0.254
C  -3.901  1.135  -2.174  -0.188
C  -2.911  0.330  -1.629  -0.277
C  -2.012  0.807  -0.667  -0.231
H  1.406  3.271  3.418  0.225
H  -0.758  4.537  3.473  0.220
H  -2.476  4.042  1.744  0.226
H  1.728  1.568  1.645  0.212
H  -3.291  3.995  -0.472  0.201
H  -4.787  3.101  -2.230  0.209
H  -4.565  0.734  -2.931  0.205
H  -2.829  -0.698  -1.975  0.203
O  0.819  -1.334  -0.871  -0.822
C  0.968  -2.000  -1.978  0.387
C  1.392  -3.345  -1.968  -0.278
C  1.535  -4.056  -3.139  -0.183
C  1.280  -3.458  -4.377  -0.279
C  0.891  -2.135  -4.407  -0.171
C  0.733  -1.397  -3.231  -0.167
C  0.343  0.006  -3.255  0.384
N  0.193  0.816  -2.217  -0.496
C  -0.156  2.053  -2.723  -0.071
C  -0.216  1.996  -4.072  -0.089
N  0.096  0.694  -4.398  -0.514
H  1.603  -3.796  -1.008  0.211
H  1.853  -5.091  -3.099  0.209
H  1.392  -4.016  -5.296  0.211
H  0.716  -1.672  -5.372  0.184
H  -0.341  2.892  -2.077  0.222
H  -0.462  2.733  -4.814  0.222
H  0.134  0.311  -5.324  0.419

=====

No. 2
Entry from the Open Molecules 2025 dataset: an isolated molecule of C2F4 at a distorted geometry (wB97M-V/def2-TZVPD).

## Properties
HOMO level = -9.77 eV
Kohn-Sham gap = 10.3187 eV
Relative energy (zero: lowest compared OMol25 entry of this formula, charge and spin) = 0.5149 eV

Last column: natural (NBO) charge in e.
Cartesian coordinates (Å):
C  0.715  0.090  -0.108  0.574
C  -0.682  -0.053  0.107  0.588
F  1.421  1.183  0.017  -0.272
F  1.431  -1.059  0.020  -0.308
F  -1.354  -1.154  -0.016  -0.275
F  -1.531  0.992  -0.020  -0.307

=====

No. 3
Entry from the Open Molecules 2025 dataset: a cluster of 7 separate species, C12H25BCl12O in total at a distorted geometry (wB97M-V/def2-TZVPD).

## Properties
HOMO level = -10.18 eV
Kohn-Sham gap = 10.3563 eV

Last column: natural (NBO) charge in e.
Cartesian coordinates (Å):
C  -3.107  -1.829  2.998  -0.616
C  -2.824  -0.391  2.529  -0.386
C  -2.081  -0.289  1.177  -0.801
B  -0.956  0.788  1.140  0.729
C  -0.694  1.701  -0.108  -0.834
C  0.757  2.009  -0.386  0.088
C  1.639  2.638  0.635  -0.139
O  1.184  3.365  -0.506  -0.538
H  -2.564  -2.075  3.910  0.207
H  -4.163  -1.982  3.222  0.208
H  -2.833  -2.551  2.230  0.208
H  -3.765  0.152  2.440  0.202
H  -2.252  0.130  3.301  0.198
H  -1.619  -1.258  0.946  0.254
H  -2.798  -0.068  0.380  0.221
H  -0.269  0.919  2.119  -0.101
H  -1.216  2.656  0.051  0.269
H  -1.138  1.210  -0.979  0.235
H  1.243  1.307  -1.059  0.186
H  2.598  2.138  0.573  0.199
H  1.133  2.852  1.567  0.201
C  3.416  3.095  -2.980  -0.398
Cl  3.934  3.785  -4.522  -0.029
Cl  4.660  3.232  -1.723  -0.040
H  2.542  3.629  -2.636  0.232
H  3.194  2.046  -3.135  0.225
C  -1.371  -5.523  1.499  -0.394
Cl  -2.170  -4.423  0.363  -0.032
Cl  -2.232  -5.654  3.036  -0.022
H  -1.330  -6.504  1.043  0.230
H  -0.378  -5.140  1.695  0.220
C  -0.760  4.948  -2.908  -0.394
Cl  -0.749  3.653  -4.117  -0.033
Cl  -2.159  6.007  -3.058  -0.015
H  -0.785  4.487  -1.934  0.220
H  0.136  5.545  -3.038  0.223
C  3.287  -1.399  -2.694  -0.394
Cl  2.330  -0.301  -3.695  -0.022
Cl  2.939  -1.192  -0.975  -0.024
H  3.031  -2.413  -2.974  0.226
H  4.339  -1.196  -2.855  0.228
C  -0.083  5.827  1.110  -0.403
Cl  -0.879  4.880  2.379  -0.039
Cl  -1.139  7.086  0.451  -0.025
H  0.789  6.301  1.543  0.222
H  0.212  5.145  0.320  0.243
C  0.795  -9.619  0.730  -0.393
Cl  0.212  -8.249  -0.231  -0.035
Cl  -0.032  -9.739  2.284  -0.015
H  0.609  -10.525  0.167  0.225
H  1.852  -9.474  0.913  0.224

=====

Total energy readings, ordered: -68207.59782 -12941.83001 -165840.75489 eV